(1)
CH8ClNiO7 as an isolated structure at a distorted geometry, computed with wB97M-V/def2-TZVPD.

Summary:
Energy above the lowest of the compared OMol25 structures with the same formula, charge and spin, kJ/mol: 15.9
E_HOMO (alpha / beta), Ha: -0.3244 / -0.3225
Lowest unoccupied orbital energy (alpha / beta), eV: -0.80 / -0.81
Expectation value of S²: 3.760

```
! RIJCOSX wB97M-V def2-TZVPD def2/J DEFGRID3
* xyz 0 4
Ni 0.09 0.30 -0.29
C -2.95 -0.35 0.44
O -4.05 -0.29 -0.22
O -3.19 -0.40 1.62
O -1.84 -0.07 -0.05
Cl -0.03 2.23 -1.84
O 0.39 1.50 1.36
H 1.13 1.66 1.95
H -0.36 1.87 1.83
O 2.26 0.50 -0.49
H 3.05 0.44 0.05
H 2.56 0.90 -1.30
O 0.73 -1.35 0.93
H 0.39 -2.24 1.04
H 0.95 -1.06 1.81
O 0.22 -0.99 -1.97
H -0.41 -1.30 -2.62
H 1.06 -1.35 -2.25
*
```


(2)
C5H9Li2O8P as an isolated structure at a distorted geometry, computed with wB97M-V/def2-TZVPD.

Summary:
Energy above the lowest of the compared OMol25 structures with the same formula, charge and spin, kJ/mol: 786.3
E_HOMO, Ha: 0.0428
Lowest unoccupied orbital energy, eV: 3.79

```
! RIJCOSX wB97M-V def2-TZVPD def2/J DEFGRID3
* xyz -2 1
Li 4.49 2.50 -1.67
Li 0.97 0.72 -0.39
P 1.34 1.88 -3.66
O 2.76 1.44 -4.19
O 0.65 0.58 -3.23
O 0.70 2.86 -4.63
O 1.60 2.69 -2.33
O 5.54 -2.45 0.84
C 4.57 -1.84 0.20
O 3.96 -2.39 -0.72
O 4.22 -0.66 0.38
H 5.75 -3.20 0.28
C -3.51 -0.48 0.77
C -3.24 0.86 1.38
C -2.18 0.53 2.44
O -1.47 -0.50 1.87
C -2.39 -1.42 1.23
H -3.49 -0.37 -0.31
H -4.44 -0.89 1.17
H -4.16 1.30 1.77
H -2.92 1.48 0.55
H -2.54 0.13 3.39
H -1.49 1.36 2.61
H -2.73 -2.21 1.90
H -1.98 -1.92 0.34
*
```


(3)
A 3-piece molecular cluster, C30H43F2N2O6P overall at a distorted geometry, computed with wB97M-V/def2-TZVPD.

Summary:
SMILES string: C#C[C@]1(CCO)NC(=O)[C@](COC)(NCC)[C@H]1CCP(=O)(OCC)OCC.Fc1ccccc1.Fc1ccccc1
E_HOMO, Ha: -0.3136
Lowest unoccupied orbital energy, eV: 0.29

```
! RIJCOSX wB97M-V def2-TZVPD def2/J DEFGRID3
* xyz 0 1
C 1.56 4.93 -2.64
C 1.49 3.83 -2.21
C 1.28 2.64 -1.37
C 1.94 2.75 0.02
C 1.44 3.83 1.00
O 0.65 4.83 0.37
N 2.04 1.51 -2.05
C 1.47 0.30 -1.71
O 2.04 -0.76 -1.83
C 0.05 0.53 -1.19
C -0.14 0.15 0.29
O -0.31 1.28 1.14
C -1.10 1.02 2.28
N -0.99 -0.14 -1.99
C -0.85 -1.58 -2.19
C -2.06 -2.37 -1.67
C -0.11 2.03 -1.56
C -1.35 2.78 -1.12
C -2.40 2.93 -2.27
P -4.08 2.47 -1.84
O -4.81 1.92 -2.99
O -3.96 1.41 -0.64
C -5.25 0.81 -0.31
C -5.16 0.26 1.12
O -4.83 3.77 -1.30
C -4.39 4.31 -0.02
C -5.61 4.66 0.82
H 1.59 5.90 -3.09
H 3.00 2.91 -0.17
H 1.87 1.80 0.53
H 2.32 4.31 1.43
H 0.93 3.35 1.83
H 0.09 5.21 1.05
H 3.04 1.53 -1.91
H 0.75 -0.40 0.64
H -0.98 -0.53 0.41
H -1.94 0.36 2.06
H -0.50 0.63 3.11
H -1.51 1.97 2.61
H -1.91 0.08 -1.62
H -0.78 -1.80 -3.26
H 0.03 -1.99 -1.70
H -3.00 -1.95 -2.04
H -2.04 -2.42 -0.58
H -1.96 -3.39 -2.03
H -0.17 1.95 -2.64
H -1.13 3.77 -0.74
H -1.85 2.24 -0.31
H -2.44 3.99 -2.55
H -2.13 2.38 -3.16
H -6.02 1.58 -0.35
H -5.47 0.03 -1.02
H -5.62 -0.72 1.16
H -5.70 0.91 1.79
H -4.13 0.21 1.44
H -3.79 5.20 -0.24
H -3.75 3.58 0.48
H -5.59 4.09 1.74
H -5.64 5.72 1.08
H -6.51 4.39 0.28
F 0.73 -3.09 2.16
C 1.89 -2.61 2.64
C 1.89 -1.92 3.84
C 3.08 -1.42 4.33
C 4.26 -1.60 3.61
C 4.24 -2.29 2.41
C 3.05 -2.80 1.92
H 0.96 -1.78 4.37
H 3.10 -0.89 5.27
H 5.19 -1.21 3.99
H 5.15 -2.43 1.84
H 3.01 -3.35 0.98
F 5.16 -5.23 1.63
C 4.99 -5.93 0.49
C 4.89 -7.31 0.56
C 4.70 -8.03 -0.61
C 4.64 -7.37 -1.83
C 4.76 -5.99 -1.88
C 4.93 -5.26 -0.71
H 4.94 -7.80 1.53
H 4.61 -9.10 -0.57
H 4.50 -7.93 -2.74
H 4.71 -5.47 -2.83
H 5.02 -4.18 -0.73
*
```


(4)
C2HBr4F as an isolated structure at a distorted geometry, computed with wB97M-V/def2-TZVPD.

Summary:
Energy above the lowest of the compared OMol25 structures with the same formula, charge and spin, kJ/mol: 274.2
E_HOMO (alpha / beta), Ha: -0.3052 / -0.3085
Lowest unoccupied orbital energy (alpha / beta), eV: -0.78 / -0.22

```
! RIJCOSX wB97M-V def2-TZVPD def2/J DEFGRID3
* xyz 0 1
C -0.27 0.09 -1.30
C 0.09 -0.07 1.27
F -0.12 -1.15 -1.67
Br 0.78 1.37 -1.88
Br 1.12 -1.76 1.16
Br 1.20 1.39 1.42
Br -1.51 -0.17 2.21
H -1.28 0.31 -1.20
*
```


(5)
One molecule with the formula C7H9F at a distorted geometry, computed with wB97M-V/def2-TZVPD.

Summary:
Energy above the lowest of the compared OMol25 structures with the same formula, charge and spin, kJ/mol: 431.6
E_HOMO (alpha / beta), Ha: -0.2699 / -0.2913
Lowest unoccupied orbital energy (alpha / beta), eV: 0.06 / -0.46

```
! RIJCOSX wB97M-V def2-TZVPD def2/J DEFGRID3
* xyz 0 1
C 0.94 0.99 0.49
C 0.95 -0.38 0.65
C -0.10 1.67 0.08
C -0.04 -1.24 0.14
C -0.94 -0.77 -0.69
C -0.23 2.84 -0.83
C -0.04 -2.59 0.69
F -2.08 -1.54 -0.95
H 1.74 1.58 0.81
H 1.82 -0.89 1.19
H -0.96 0.25 -1.15
H -0.97 2.40 -1.48
H 0.77 3.10 -1.27
H -0.75 3.74 -0.43
H -0.40 -3.50 0.07
H -0.70 -2.86 1.67
H 0.97 -2.81 1.02
*
```


(6)
One molecule with the formula C3H8OS at a distorted geometry, computed with wB97M-V/def2-TZVPD.

Summary:
Energy above the lowest of the compared OMol25 structures with the same formula, charge and spin, kJ/mol: 29.4
SMILES string: CSCCO
E_HOMO, Ha: -0.3311
Lowest unoccupied orbital energy, eV: 0.89

```
! RIJCOSX wB97M-V def2-TZVPD def2/J DEFGRID3
* xyz 0 1
C -2.02 0.18 -0.50
S -0.89 -1.12 0.15
C 0.39 -0.06 0.87
C 1.52 0.28 -0.06
O 2.18 -0.85 -0.55
H -2.98 -0.32 -0.62
H -2.23 0.99 0.22
H -1.66 0.54 -1.49
H 0.82 -0.72 1.71
H -0.08 0.85 1.30
H 1.15 0.86 -0.90
H 2.31 0.93 0.39
H 1.50 -1.57 -0.52
*
```


(7)
One molecule with the formula C2H3N3OS at a distorted geometry, computed with wB97M-V/def2-TZVPD.

Summary:
Energy above the lowest of the compared OMol25 structures with the same formula, charge and spin, kJ/mol: 446.8
SMILES string: CN(C#N)[N+]([O-])=S
E_HOMO, Ha: -0.3522
Lowest unoccupied orbital energy, eV: -1.05

```
! RIJCOSX wB97M-V def2-TZVPD def2/J DEFGRID3
* xyz 0 1
C -1.39 -0.13 0.03
N 0.29 0.20 -0.25
C 0.72 1.47 -0.15
N 0.98 2.60 -0.19
N 1.14 -0.84 0.05
O 0.67 -1.96 0.27
S 2.70 -0.50 0.12
H -1.39 -0.47 1.08
H -2.01 0.61 -0.26
H -1.72 -0.98 -0.70
*
```


(8)
C12H17FeN2O4 as an isolated structure at a distorted geometry, computed with wB97M-V/def2-TZVPD.

Summary:
Energy above the lowest of the compared OMol25 structures with the same formula, charge and spin, kJ/mol: 168.3
E_HOMO (alpha / beta), Ha: -0.3117 / -0.4073
Lowest unoccupied orbital energy (alpha / beta), eV: -2.82 / -7.45
Expectation value of S²: 6.124

```
! RIJCOSX wB97M-V def2-TZVPD def2/J DEFGRID3
* xyz 1 5
C 1.39 -3.42 0.30
O 0.13 -2.82 -0.02
C -0.46 -1.74 0.57
C -0.19 -0.37 0.17
C 0.12 0.44 1.40
C -0.67 0.18 2.63
C -1.65 -0.76 2.50
C -1.59 -1.78 1.46
Fe -2.05 -0.91 -0.44
C -2.01 0.74 -1.01
O -2.06 1.88 -1.24
C -3.77 -0.94 -0.14
O -4.89 -0.63 -0.19
C -1.85 -1.73 -1.94
O -2.02 -1.82 -3.09
H 1.61 -4.06 -0.56
H 2.19 -2.68 0.44
H 1.29 -4.05 1.20
H 0.51 -0.19 -0.66
H 1.06 -0.05 1.67
H 0.28 1.51 1.18
H -0.43 0.67 3.59
H -2.59 -0.73 3.06
H -2.08 -2.75 1.59
C 2.34 2.07 3.97
N 2.21 1.09 2.91
C 2.99 -0.12 3.15
N 2.75 1.71 1.72
H 2.05 1.59 4.90
H 3.35 2.48 4.07
H 1.65 2.89 3.77
H 2.74 -0.48 4.15
H 2.70 -0.89 2.42
H 4.08 0.04 3.08
H 2.62 1.05 0.94
H 2.19 2.54 1.52
*
```


(9)
A 2-piece molecular cluster, C8H12N2O2S overall at a distorted geometry, computed with wB97M-V/def2-TZVPD.

Summary:
Energy above the lowest of the compared OMol25 structures with the same formula, charge and spin, kJ/mol: 171.4
E_HOMO (alpha / beta), Ha: -0.3410 / -0.3328
Lowest unoccupied orbital energy (alpha / beta), eV: 0.71 / -1.61
Expectation value of S²: 2.013

```
! RIJCOSX wB97M-V def2-TZVPD def2/J DEFGRID3
* xyz 0 3
C 1.09 3.14 1.42
C 1.01 3.61 0.12
C 0.63 1.83 1.33
C 0.58 -1.99 -1.10
C -0.71 -2.53 -0.46
C 1.07 -0.70 -0.41
C -1.57 -1.25 -0.74
C 0.05 0.42 -0.67
N 0.52 2.71 -0.68
N 0.36 1.63 0.01
O -1.23 0.02 -0.27
O -1.67 -0.48 2.36
S -0.24 -0.90 3.03
H 1.41 3.54 2.40
H 1.30 4.61 -0.14
H 1.48 -2.68 -0.97
H 0.47 -1.75 -2.21
H -0.96 -3.30 -1.08
H -0.86 -2.82 0.62
H 1.20 -0.76 0.58
H 2.08 -0.28 -0.86
H -1.69 -1.34 -1.83
H -2.68 -1.53 -0.48
H -0.15 0.60 -1.75
H -1.49 0.23 1.78
*
```


(10)
One molecule with the formula C17H14N2O3S at a distorted geometry, computed with wB97M-V/def2-TZVPD.

Summary:
Energy above the lowest of the compared OMol25 structures with the same formula, charge and spin, kJ/mol: 155.2
SMILES string: COc1cccc(-c2csc(NC(=O)Oc3ccccc3)n2)c1
E_HOMO, Ha: -0.2939
Lowest unoccupied orbital energy, eV: 0.46

```
! RIJCOSX wB97M-V def2-TZVPD def2/J DEFGRID3
* xyz 0 1
C 5.37 1.90 -0.90
O 4.10 1.31 -0.76
C 3.91 0.05 -1.24
C 4.89 -0.72 -1.86
C 4.57 -2.00 -2.30
C 3.30 -2.51 -2.15
C 2.32 -1.74 -1.53
C 0.96 -2.24 -1.34
C 0.46 -3.45 -1.73
S -1.20 -3.61 -1.30
C -1.10 -1.99 -0.60
N -2.21 -1.45 -0.01
C -2.28 -0.22 0.61
O -1.38 0.55 0.72
O -3.55 -0.08 1.05
C -4.03 1.02 1.74
C -3.31 2.18 2.00
C -3.93 3.21 2.70
C -5.23 3.09 3.13
C -5.94 1.93 2.87
C -5.34 0.90 2.17
N 0.05 -1.44 -0.70
C 2.63 -0.47 -1.08
H 5.66 1.99 -1.95
H 6.14 1.33 -0.36
H 5.29 2.89 -0.46
H 5.89 -0.35 -2.00
H 5.34 -2.59 -2.78
H 3.08 -3.51 -2.50
H 0.94 -4.25 -2.25
H -3.06 -2.01 -0.02
H -2.29 2.28 1.67
H -3.37 4.11 2.90
H -5.70 3.90 3.67
H -6.97 1.83 3.20
H -5.88 -0.01 1.96
H 1.87 0.13 -0.60
*
```


(11)
One molecule with the formula C2H11N2P3S at a distorted geometry, computed with wB97M-V/def2-TZVPD.

Summary:
SMILES string: PN(P)CCN(P)S
E_HOMO, Ha: -0.3007
Lowest unoccupied orbital energy, eV: 0.51

```
! RIJCOSX wB97M-V def2-TZVPD def2/J DEFGRID3
* xyz 0 1
P 2.31 0.90 -1.09
N 1.68 0.01 0.26
P 2.44 -0.15 1.84
C 0.23 0.31 0.36
C -0.57 -0.27 -0.83
N -2.00 -0.31 -0.37
P -3.07 -1.42 -1.27
S -2.74 1.32 -0.35
H 3.64 0.74 -0.84
H 2.35 2.09 -0.49
H 3.61 -0.88 1.23
H 1.46 -1.09 2.40
H -0.27 -0.28 1.27
H -0.05 1.44 0.42
H -0.35 0.44 -1.59
H -0.21 -1.32 -0.91
H -4.12 -0.95 -0.25
H -2.33 -2.34 -0.44
H -2.01 1.74 0.63
*
```


(12)
C6H11N2 as an isolated structure at a distorted geometry, computed with wB97M-V/def2-TZVPD.

Summary:
Energy above the lowest of the compared OMol25 structures with the same formula, charge and spin, kJ/mol: 591.7
E_HOMO, Ha: -0.5497
Lowest unoccupied orbital energy, eV: -8.20

```
! RIJCOSX wB97M-V def2-TZVPD def2/J DEFGRID3
* xyz 1 1
C 1.80 0.05 -1.41
C 2.01 0.21 0.09
C 0.91 -0.56 0.93
C -0.58 -0.19 0.57
C -1.42 0.79 1.21
N -2.73 0.53 0.62
C -2.14 -0.10 -0.67
N -1.05 -0.91 -0.53
H 2.61 0.48 -1.98
H 1.98 -1.06 -1.70
H 0.77 0.38 -1.70
H 2.97 -0.16 0.41
H 2.06 1.23 0.47
H 1.03 -1.68 0.69
H 1.21 -0.33 1.93
H -1.43 1.13 2.23
H -3.22 -0.18 1.14
H -1.78 0.84 -1.11
H -3.01 -0.46 -1.19
*
```